95
Properties=species:S:1:pos:R:3 method="wB97M-V/def2-TZVPD" max_force_ev_per_a=0.49 molar_mass_g_mol=865.01 total_charge=-1 homo_ev=-3.874 e_tot_ha=-4816.8181 homo_lumo_gap_ev=6.3
C 1.6022 2.6553 4.6562
C 0.3612 -3.0128 4.4551
C 5.4248 1.6684 2.9248
C 4.3560 2.2955 2.0150
H -0.3447 -5.3924 0.4842
H 2.4113 1.6616 7.0854
C -1.6529 3.6869 -4.3353
H 0.9458 5.5319 -3.5636
C 4.5191 1.6637 0.6270
H -0.2725 -5.1290 7.1232
H 2.4796 -2.7641 6.1784
H -1.8305 4.6878 -4.7364
C 0.2983 -2.2488 1.7155
H 1.1946 -1.9525 -2.2403
H 3.0769 -4.2440 -0.4552
H 5.2312 0.6020 3.0545
C 1.5060 -4.3958 1.0337
C 2.5844 2.7322 6.9597
H 2.5455 3.2090 7.9440
C 0.1613 3.1683 6.6718
C 0.6896 1.3545 2.8449
Pt -0.2666 0.0047 -0.0630
H 5.6375 3.9384 1.4002
H 3.8095 2.0715 -0.0899
C 1.9116 -3.6880 6.3008
H 0.3406 2.7290 -6.7477
H -0.4004 1.8785 4.5968
Se -0.8094 0.3253 2.2400
H 0.6595 4.4392 -6.4596
H 0.9172 -5.4697 -0.7543
C 2.7845 2.7015 3.9028
C 0.8774 -3.8286 3.4376
H 5.5383 1.8735 0.2812
H -0.0761 2.1149 6.8343
H 0.0103 -3.9629 -0.4910
C 0.0267 1.1150 -2.4646
O 1.9757 0.7843 0.9411
C 1.5330 3.3380 6.0185
H 1.0690 5.2990 5.2064
H 2.1663 4.2939 -3.2268
H 1.9126 3.2474 -6.1238
C 2.1039 -5.6706 1.6334
N 0.2837 -0.1312 -2.0106
H 2.5398 -6.2695 0.8303
H 1.3164 -4.7747 3.7268
H -0.0777 -2.8051 7.8937
H 2.8968 -5.4500 2.3511
H -0.5684 -1.1034 4.8022
H 2.2899 -2.6920 -0.0807
H 3.5923 2.8606 6.5621
C 0.8723 -3.4975 2.0956
H 3.4351 -3.3976 1.0586
O 0.2534 -1.8989 0.4496
H 4.3629 0.5880 0.6480
C 2.9709 2.1195 2.6656
C 1.0949 4.5044 -3.2229
H -0.6303 3.6046 6.0595
H 2.0396 -1.3742 -4.5468
H 3.9055 4.2642 1.2163
H 4.6496 4.3194 2.8158
C 1.1844 0.6138 -4.4631
H -1.2094 -2.2580 6.6527
C -0.1773 -1.8004 4.0715
H 1.3471 -6.2815 2.1312
C 1.8062 4.8416 5.8689
H 2.7937 5.0239 5.4424
H 0.1507 3.6688 7.6434
C 0.4542 -4.8254 -0.0004
C 1.8884 1.3709 2.0559
H 5.4410 2.1291 3.9143
H 1.5569 0.8825 -5.4454
H 1.9877 -4.0071 7.3443
H -2.0701 3.6389 -3.3286
H 6.4176 1.7860 2.4796
H -1.3733 -4.6614 5.8139
H -2.1945 2.9697 -4.9556
H 2.3809 -4.4524 5.6800
H 0.7451 4.4246 -2.1927
C 0.4430 -3.4717 5.9093
C -0.1544 -2.4402 6.8666
C 0.4693 1.5469 -3.7236
H 3.6247 3.2411 4.3310
C -0.3236 -4.7898 6.0846
Si 0.1780 3.3023 -4.3204
C 4.6541 3.7957 1.8583
H 1.7595 5.3434 6.8404
C 0.5514 1.9626 4.0849
C -0.1964 -1.4304 2.7336
C 2.6448 -3.6302 0.3413
H 0.0899 -5.5766 5.4519
C 1.0077 -0.9974 -2.7143
S -0.8255 1.9549 -1.2003
C 0.8376 3.4320 -6.0758
C 1.4644 -0.6630 -3.9716
H 0.3746 -1.4871 6.8088

16
Properties=species:S:1:pos:R:3 method="wB97M-V/def2-TZVPD" max_force_ev_per_a=1.27 molar_mass_g_mol=140.16 total_charge=-2 homo_ev=0.502 e_tot_ha=-818.2689 homo_lumo_gap_ev=4.5
H -3.2047 -1.7928 -2.3099
H -1.5269 -0.3493 -0.6126
O 0.9286 -0.7653 -0.3098
H -4.7209 -1.5367 -2.8830
O -4.1378 -2.0798 -2.3418
S 1.7647 3.3078 2.0593
H 0.3191 1.9083 0.7034
H 0.7508 0.1969 2.2427
C 1.7444 -0.7093 0.6564
O -1.4472 -0.6188 -1.5355
O 2.5888 -1.5785 0.9623
C 1.6149 0.4983 1.6337
H -0.4731 -0.7285 -1.5483
H 2.5211 0.4352 2.2426
H 1.9031 1.9652 0.0499
C 1.3750 1.8474 0.9906

9
Properties=species:S:1:pos:R:3 method="wB97M-V/def2-TZVPD" smiles="S=C1C=CN=C1" max_force_ev_per_a=8.44 molar_mass_g_mol=97.14 total_charge=0 homo_ev=-9.116 e_tot_ha=-607.0590 homo_lumo_gap_ev=7.1
C -0.9280 -0.5344 -0.6790
C 0.1037 -1.0852 0.0980
C -0.0344 1.3800 0.0183
N -0.9215 0.9654 -0.8298
S 2.1394 -0.0714 1.5496
H 0.2352 2.3678 0.2650
H -1.5821 -1.1005 -1.2275
C 0.6708 0.1469 0.7339
H 0.3170 -2.0686 0.0715

122
Properties=species:S:1:pos:R:3 method="wB97M-V/def2-TZVPD" max_force_ev_per_a=2.89 s2=0.754 molar_mass_g_mol=636.95 total_charge=+1 homo_ev="-10.952 / -10.952" spin_multiplicity=2 e_tot_ha=-2122.7506 homo_lumo_gap_ev="8.0 / 2.7"
C 2.7371 -6.9180 2.8298
H 2.7882 -2.6373 -2.0021
C -4.1425 -0.9624 -1.7295
C 3.3709 -5.5212 2.7506
O -0.8806 0.8031 -4.6931
C 1.6569 4.5658 -2.6522
O 5.9222 -3.2962 -1.7110
H -5.8165 4.0287 1.6426
H 6.2082 -2.5584 -2.2546
C -3.6222 0.3860 3.0520
C 5.6472 1.0933 2.7742
H 3.2902 3.4013 -1.8515
C -4.6076 0.9204 2.0915
O 2.5151 -4.5547 3.3523
H 4.9686 -2.9514 0.1044
H -2.5349 -0.3265 -0.7921
C 3.5601 -3.3304 -1.6674
H -4.3076 0.8373 1.0469
H 3.9230 -7.9747 1.4636
H 0.8661 -0.2437 2.0516
C -5.7707 2.9572 1.4479
H 3.6384 -5.2522 1.7287
H -6.7717 2.5586 1.6129
H 4.3022 1.6522 -3.2924
H -0.0656 5.3486 -3.2748
N 0.2689 4.4338 -3.0075
O 0.5881 -3.9603 -0.8374
H -5.4940 0.2866 2.0666
H -1.1110 0.6360 -2.5869
H -6.3068 -1.3281 -2.1979
H 2.8519 0.5143 -3.2947
C 2.3748 3.1911 -2.4047
H -7.3674 1.0383 -2.4291
H 0.0813 2.6879 1.2674
H -0.8274 -3.7406 -2.4471
H 1.6278 1.0550 0.0773
H 0.3464 3.8329 -3.8157
H 2.5468 -0.5694 1.5576
H -2.8251 4.1196 -2.4295
H -0.7400 4.6271 2.2953
H 5.9879 0.8993 3.7913
O -6.0965 0.2005 -0.8928
H 3.9748 -3.2016 3.6730
C -3.1375 3.5362 -1.5633
H -2.2379 1.8668 2.8236
H -2.1798 4.9326 -0.1594
H -1.9709 0.5697 1.7654
H -6.3853 2.1019 -1.5325
H 3.0655 -4.0856 -1.0566
H -1.4203 0.3775 3.4701
O 0.4907 2.8938 2.1110
H 2.3855 -6.9348 3.8614
N 1.4932 -7.1311 2.1370
H 7.2041 0.4936 1.7407
H -3.0196 -1.6447 3.3625
C 4.8070 -2.7343 -0.9515
C 3.3403 1.3860 -3.7304
N -3.1557 -1.1067 -0.6309
H -4.0941 -1.1795 -3.8946
C -6.3968 1.0893 -1.9357
H -3.5315 -0.9074 0.2851
H 1.7533 -0.4655 -0.8565
H -4.1437 3.9554 -1.5645
H -3.8964 -1.2901 2.0210
H 0.1778 -0.3224 -3.2898
H -3.9271 0.0449 -2.0856
H 1.7715 2.6730 -1.6592
H 0.9949 -6.2724 2.3229
H 0.8416 5.4465 -0.6598
H -5.6214 2.7470 0.3889
H 1.5393 6.4837 -1.7860
H 5.1113 0.2652 2.3104
H 3.0872 -9.0360 2.6905
H 0.9435 4.7671 1.7010
H -0.4179 0.7074 0.4423
C 3.0072 -3.2597 3.1745
H -0.5885 0.0655 -5.2336
C -2.1917 0.7778 2.8123
H -2.9296 3.4655 0.5091
H 0.3599 1.3357 -3.0585
H -0.2842 4.1146 4.3926
H -4.2011 -2.6814 -2.9682
C 1.6140 5.4566 -1.4289
H 3.6331 1.0142 -4.7124
C -5.6379 -1.0750 -1.3753
O 2.5315 2.5942 -3.7083
H 5.0481 2.0039 2.7784
H -0.7086 3.6145 -1.2747
C 3.5870 -8.0874 2.4943
H 3.8312 -3.8619 -2.5796
H 4.8255 -1.6633 -1.1535
C 1.4989 -0.6822 1.2799
H 0.7451 5.4835 3.9196
H 3.1886 -2.9631 2.1414
O -0.1628 0.0688 -0.2276
H 0.8523 -3.3935 -2.7411
H -3.8774 0.5370 4.1009
H -5.8149 -1.7896 -0.5714
H -2.7001 -1.6943 -3.2452
O -1.0772 3.2228 -0.4795
O 6.6747 1.2802 1.8907
H 2.4185 -2.4794 3.6568
H 2.1770 5.0888 -3.4547
C 0.0573 -3.2838 -2.0035
H 1.4917 3.8866 4.1674
C -3.7594 -1.6851 -2.9888
H 4.3384 -5.5223 3.2526
N -3.7331 -1.0375 2.9852
H 1.2125 -1.7316 1.2103
H 4.4432 -8.0981 3.1687
H -0.1012 -2.2368 -1.7450
C 1.2485 0.0391 -0.0327
H 1.7459 -7.1375 1.1591
H -3.2291 2.4615 -1.7209
H 2.5920 5.4538 -0.9478
O -4.8490 2.3102 2.3935
C -2.3271 3.8629 -0.3077
H 0.0157 -3.9765 -0.0669
H -5.6810 0.9836 -2.7509
C 0.5981 4.4077 3.8237
C -0.3794 0.6085 -3.3945
C 0.2718 4.2283 2.3693

16
Properties=species:S:1:pos:R:3 method="wB97M-V/def2-TZVPD" smiles="[H]/N=C(/C)CCC=O" max_force_ev_per_a=0.51 molar_mass_g_mol=99.13 total_charge=0 homo_ev=-9.826 e_tot_ha=-325.8877 homo_lumo_gap_ev=10.6
H 1.8506 0.3014 1.6859
H 1.4476 1.0040 -0.7910
C -0.0612 -0.6657 1.7833
H 0.1395 -2.1201 -1.0785
H 1.7652 -0.7027 -0.4783
O -1.1578 -0.4107 2.2174
H -2.2392 0.4297 -1.4472
H -1.3360 1.4991 -0.3488
H 0.3082 -1.7145 1.7469
C 1.0385 0.1024 -0.3203
C 0.8706 0.3663 1.1946
H 0.4523 1.3584 1.3899
C -1.2567 0.8421 -1.2200
N -0.6166 -1.4635 -1.2902
C -0.2820 -0.2762 -0.9759
H -0.9229 1.4500 -2.0681

Repeat the first record exactly.
95
Properties=species:S:1:pos:R:3 method="wB97M-V/def2-TZVPD" max_force_ev_per_a=0.49 molar_mass_g_mol=865.01 total_charge=-1 homo_ev=-3.874 e_tot_ha=-4816.8181 homo_lumo_gap_ev=6.3
C 1.6022 2.6553 4.6562
C 0.3612 -3.0128 4.4551
C 5.4248 1.6684 2.9248
C 4.3560 2.2955 2.0150
H -0.3447 -5.3924 0.4842
H 2.4113 1.6616 7.0854
C -1.6529 3.6869 -4.3353
H 0.9458 5.5319 -3.5636
C 4.5191 1.6637 0.6270
H -0.2725 -5.1290 7.1232
H 2.4796 -2.7641 6.1784
H -1.8305 4.6878 -4.7364
C 0.2983 -2.2488 1.7155
H 1.1946 -1.9525 -2.2403
H 3.0769 -4.2440 -0.4552
H 5.2312 0.6020 3.0545
C 1.5060 -4.3958 1.0337
C 2.5844 2.7322 6.9597
H 2.5455 3.2090 7.9440
C 0.1613 3.1683 6.6718
C 0.6896 1.3545 2.8449
Pt -0.2666 0.0047 -0.0630
H 5.6375 3.9384 1.4002
H 3.8095 2.0715 -0.0899
C 1.9116 -3.6880 6.3008
H 0.3406 2.7290 -6.7477
H -0.4004 1.8785 4.5968
Se -0.8094 0.3253 2.2400
H 0.6595 4.4392 -6.4596
H 0.9172 -5.4697 -0.7543
C 2.7845 2.7015 3.9028
C 0.8774 -3.8286 3.4376
H 5.5383 1.8735 0.2812
H -0.0761 2.1149 6.8343
H 0.0103 -3.9629 -0.4910
C 0.0267 1.1150 -2.4646
O 1.9757 0.7843 0.9411
C 1.5330 3.3380 6.0185
H 1.0690 5.2990 5.2064
H 2.1663 4.2939 -3.2268
H 1.9126 3.2474 -6.1238
C 2.1039 -5.6706 1.6334
N 0.2837 -0.1312 -2.0106
H 2.5398 -6.2695 0.8303
H 1.3164 -4.7747 3.7268
H -0.0777 -2.8051 7.8937
H 2.8968 -5.4500 2.3511
H -0.5684 -1.1034 4.8022
H 2.2899 -2.6920 -0.0807
H 3.5923 2.8606 6.5621
C 0.8723 -3.4975 2.0956
H 3.4351 -3.3976 1.0586
O 0.2534 -1.8989 0.4496
H 4.3629 0.5880 0.6480
C 2.9709 2.1195 2.6656
C 1.0949 4.5044 -3.2229
H -0.6303 3.6046 6.0595
H 2.0396 -1.3742 -4.5468
H 3.9055 4.2642 1.2163
H 4.6496 4.3194 2.8158
C 1.1844 0.6138 -4.4631
H -1.2094 -2.2580 6.6527
C -0.1773 -1.8004 4.0715
H 1.3471 -6.2815 2.1312
C 1.8062 4.8416 5.8689
H 2.7937 5.0239 5.4424
H 0.1507 3.6688 7.6434
C 0.4542 -4.8254 -0.0004
C 1.8884 1.3709 2.0559
H 5.4410 2.1291 3.9143
H 1.5569 0.8825 -5.4454
H 1.9877 -4.0071 7.3443
H -2.0701 3.6389 -3.3286
H 6.4176 1.7860 2.4796
H -1.3733 -4.6614 5.8139
H -2.1945 2.9697 -4.9556
H 2.3809 -4.4524 5.6800
H 0.7451 4.4246 -2.1927
C 0.4430 -3.4717 5.9093
C -0.1544 -2.4402 6.8666
C 0.4693 1.5469 -3.7236
H 3.6247 3.2411 4.3310
C -0.3236 -4.7898 6.0846
Si 0.1780 3.3023 -4.3204
C 4.6541 3.7957 1.8583
H 1.7595 5.3434 6.8404
C 0.5514 1.9626 4.0849
C -0.1964 -1.4304 2.7336
C 2.6448 -3.6302 0.3413
H 0.0899 -5.5766 5.4519
C 1.0077 -0.9974 -2.7143
S -0.8255 1.9549 -1.2003
C 0.8376 3.4320 -6.0758
C 1.4644 -0.6630 -3.9716
H 0.3746 -1.4871 6.8088